## w
One molecule with the formula C3H6N2OS. Source: the OMol25 dataset; level of theory: ωB97M-V with the def2-TZVPD basis set.

Last column: Löwdin charge in e.
Atoms and positions in Å:
S: -1.28 0.75 1.89  0.87
O: 0.11 -0.71 0.29  -0.09
N: 1.04 -0.89 -2.04  0.01
N: 0.36 0.39 -1.64  0.08
C: -0.57 1.50 0.37  -0.40
C: 0.05 0.43 -0.43  -0.52
C: -0.22 -0.72 1.63  -0.45
H: 0.22 2.46 0.45  0.16
H: -1.48 1.85 -0.16  0.08
H: 0.85 -1.11 -3.06  0.09
H: 1.06 -1.72 -1.57  0.01
H: -0.80 -1.54 1.90  0.05
H: 0.66 -0.69 2.35  0.11

Its structure (SMILES) is N/N=C1/CSCO1. As for the orbital gap: 9.4 eV. Its total charge is 0. For the HOMO energy, the calculation gives -0.318 hartree. Its LUMO energy is 0.716 eV.

***

## x
One molecule with the formula C3H6N2OS. Source: the OMol25 dataset; level of theory: ωB97M-V with the def2-TZVPD basis set.

Last column: Löwdin charge in e.
Atoms and positions in Å:
S: -0.80 0.52 -1.90  0.70
O: 2.18 -1.20 1.04  0.07
N: 0.29 -0.14 0.50  0.07
N: 1.95 -0.46 -1.08  0.16
C: -1.95 0.69 0.63  -0.10
C: 1.54 -0.64 0.20  -0.62
C: -0.75 0.30 -0.25  -0.78
H: -2.29 -0.16 1.26  0.09
H: 0.16 -0.24 1.52  0.17
H: 2.80 -0.96 -1.31  0.12
H: -2.77 0.83 -0.06  0.05
H: -1.69 1.57 1.25  0.10
H: 1.33 -0.11 -1.78  -0.03

Its structure (SMILES) is CC(=S)NC(N)=O. As for the orbital gap: 9.2 eV. Its total charge is 0. For the HOMO energy, the calculation gives -0.335 hartree. Its LUMO energy is 0.039 eV.

***

Which one is most stable, and which one is least stable? x is the most stable of them, while w is the least stable.

***

## w
One molecule with the formula C3H6N2OS. Source: the OMol25 dataset; level of theory: ωB97M-V with the def2-TZVPD basis set.

Last column: Löwdin charge in e.
Atoms and positions in Å:
S: 0.70 -0.05 2.65  0.70
O: 1.10 1.75 -1.82  0.07
N: 0.94 0.52 0.14  0.05
N: -0.95 0.92 -1.19  0.16
C: 0.38 1.14 -1.04  -0.55
C: 0.44 -0.32 1.07  -0.93
C: -0.23 -1.55 0.56  -0.13
H: -0.63 -1.52 -0.49  0.09
H: -1.36 1.59 -1.83  0.12
H: -1.04 -1.88 1.25  0.08
H: -1.54 0.66 -0.38  0.12
H: 1.67 1.13 0.49  0.13
H: 0.53 -2.40 0.59  0.11

Its structure (SMILES) is CC(=S)NC(N)=O. As for the orbital gap: 8.8 eV. Its total charge is 0. For the HOMO energy, the calculation gives -0.326 hartree. Its LUMO energy is -0.110 eV.

***

## x
One molecule with the formula C3H6N2OS. Source: the OMol25 dataset; level of theory: ωB97M-V with the def2-TZVPD basis set.

Last column: Löwdin charge in e.
Atoms and positions in Å:
S: -1.07 1.31 -0.04  1.04
O: 1.14 1.98 -0.02  -0.07
N: -1.84 -0.30 0.06  -0.32
N: 0.95 -0.38 -0.26  -0.07
C: 2.44 -0.51 0.07  -0.06
C: -3.08 -0.22 -0.06  -0.23
C: 0.53 0.93 -0.06  -0.95
H: 0.20 -1.15 -0.59  0.18
H: -3.58 0.91 -0.04  0.10
H: 2.56 0.69 0.27  0.13
H: 2.52 -1.09 1.10  0.10
H: 2.96 -1.05 -0.67  0.04
H: -3.73 -1.14 0.24  0.10

Its structure (SMILES) is C=NSC(=O)NC. As for the orbital gap: 10.1 eV. Its total charge is 0. For the HOMO energy, the calculation gives -0.345 hartree. Its LUMO energy is 0.739 eV.

***

## y
C3H6N2OS as an isolated structure. Source: the OMol25 dataset; level of theory: ωB97M-V with the def2-TZVPD basis set.

Last column: Löwdin charge in e.
Atoms and positions in Å:
S: -2.15 -0.01 0.43  0.75
O: 0.55 1.95 -0.31  0.05
N: 2.21 -0.39 0.94  -0.09
N: -0.56 -0.23 -0.43  -0.41
C: 0.48 0.73 -0.44  -0.45
C: 1.50 -0.45 -0.32  -0.37
C: 0.21 -1.39 -0.51  -0.17
H: 2.03 0.66 1.86  0.25
H: 0.23 -1.83 -1.47  0.10
H: 3.48 -0.42 0.54  0.19
H: -2.94 -0.55 -0.61  -0.12
H: 2.40 -0.36 -1.08  0.15
H: 0.20 -1.94 0.43  0.12

As for the orbital gap: 9.4 eV. Its total charge is 0. For the HOMO energy, the calculation gives -0.337 hartree. Its LUMO energy is 0.264 eV.

***

Which one is most stable, and which one is least stable? w is the most stable of them, while y is the least stable.

***

## w
C14H18N7OS6V as an isolated structure. Source: the OMol25 dataset; level of theory: ωB97M-V with the def2-TZVPD basis set.

Last column: Löwdin charge in e.
Atoms and positions in Å:
V: 0.23 0.37 0.46  0.02
S: -0.75 1.71 2.19  0.58
S: 2.54 1.75 1.19  0.69
S: -1.85 -0.61 0.01  0.10
S: -2.42 -1.30 1.86  -0.08
S: 0.88 -1.54 1.74  0.04
S: -0.82 -2.48 2.53  -0.06
O: 0.09 -2.13 -1.93  -0.03
N: -1.28 2.87 -0.26  0.01
N: 1.52 0.19 -1.11  -0.07
N: 0.01 -3.95 -0.57  0.15
N: 2.49 0.47 3.52  0.03
N: -0.29 1.99 -0.61  -0.20
N: -2.59 3.49 1.48  0.09
N: -1.61 -3.60 -2.19  0.01
C: 2.20 1.25 -3.13  -0.01
C: 4.66 0.91 2.76  -0.08
C: -1.58 2.72 1.03  -0.81
C: 0.35 2.18 -1.70  -0.05
C: 1.39 1.18 -2.02  -0.25
C: -0.47 -3.16 -1.58  -0.67
C: -2.14 -2.93 -3.36  -0.08
C: 3.26 1.01 2.55  -0.71
C: 4.29 -0.27 4.84  -0.06
C: 5.15 0.28 3.87  -0.05
C: 2.46 -0.74 -1.29  -0.13
C: 2.95 -0.17 4.62  -0.06
C: 3.31 -0.73 -2.38  -0.03
C: 3.17 0.28 -3.32  -0.04
H: 3.83 0.32 -4.18  0.11
H: 2.20 -0.57 5.28  0.14
H: 2.07 2.06 -3.84  0.12
H: 2.53 -1.50 -0.52  0.09
H: 4.05 -1.51 -2.49  0.11
H: 0.13 3.03 -2.33  0.13
H: -1.82 -3.42 -4.29  0.08
H: 0.62 -3.44 0.05  0.01
H: -1.94 -4.52 -1.97  0.13
H: -3.23 -2.92 -3.32  0.08
H: -2.94 3.35 2.40  0.09
H: 1.49 0.49 3.35  0.06
H: 6.22 0.20 4.01  0.11
H: -1.78 -1.91 -3.36  0.08
H: 4.66 -0.77 5.72  0.11
H: -0.65 -4.55 -0.10  0.09
H: 5.30 1.33 2.01  0.11
H: -3.13 4.02 0.81  0.10

As for the orbital gap (alpha / beta): 6.1 / 6.0 eV. Its total charge is 0. The spin multiplicity is 3. For the HOMO energy (alpha / beta), the calculation gives -0.239 / -0.243 hartree. Its LUMO energy (alpha / beta) is -0.373 / -0.650 eV. Its expectation value of S² is 2.03.

***

## x
C14H18N7OS6V as an isolated structure. Source: the OMol25 dataset; level of theory: ωB97M-V with the def2-TZVPD basis set.

Last column: Löwdin charge in e.
Atoms and positions in Å:
V: -0.39 -0.61 -0.28  0.12
S: -2.03 -2.77 -2.31  -0.10
S: -1.41 1.60 -0.01  0.67
S: 0.15 -0.45 -2.52  0.08
S: 1.70 3.93 -0.23  0.56
S: -2.59 -1.55 -0.74  0.03
S: -1.33 -1.40 -3.65  -0.05
O: 1.61 -0.01 -0.02  -0.14
N: 1.87 2.83 -2.62  0.05
N: -1.43 0.47 2.47  -0.01
N: 3.63 0.61 0.69  0.03
N: 1.76 1.21 1.91  0.19
N: -0.91 -0.57 1.79  -0.15
N: -2.20 2.58 2.30  0.09
N: 0.16 -2.54 0.38  -0.02
C: -0.14 -2.79 1.67  -0.25
C: 0.66 -3.51 -0.38  -0.13
C: 1.10 3.52 -1.73  -0.83
C: 0.08 -4.03 2.24  0.00
C: 1.49 2.46 -3.87  -0.12
C: 0.61 -5.04 1.45  -0.05
C: -0.61 3.48 -3.45  -0.05
C: 0.25 2.78 -4.33  -0.08
C: -1.68 1.50 1.68  -0.85
C: 0.90 -4.78 0.12  -0.04
C: -0.20 3.84 -2.21  -0.14
C: 2.29 0.59 0.83  -0.60
C: 4.28 -0.16 -0.35  -0.06
C: -0.71 -1.67 2.42  -0.06
H: -2.33 2.56 3.29  0.10
H: 3.84 0.08 -1.32  0.08
H: 0.87 -3.24 -1.40  0.10
H: -0.16 -4.19 3.28  0.12
H: -0.97 -1.77 3.46  0.13
H: 0.77 1.42 1.83  0.05
H: -2.34 3.43 1.78  0.09
H: -0.06 2.47 -5.31  0.11
H: 5.34 0.09 -0.36  0.09
H: 4.19 1.01 1.42  0.14
H: 2.22 1.90 -4.43  0.13
H: 1.30 -5.54 -0.53  0.11
H: 4.16 -1.24 -0.19  0.09
H: -1.61 3.73 -3.78  0.12
H: 0.78 -6.02 1.87  0.11
H: 2.79 2.58 -2.28  0.13
H: 2.30 1.94 2.34  0.10
H: -0.85 4.37 -1.53  0.09

As for the orbital gap (alpha / beta): 6.4 / 6.3 eV. Its total charge is 0. The spin multiplicity is 3. For the HOMO energy (alpha / beta), the calculation gives -0.254 / -0.254 hartree. Its LUMO energy (alpha / beta) is -0.489 / -0.635 eV. Its expectation value of S² is 2.04.

***

Which one is most stable, and which one is least stable? x is the most stable of them, while w is the least stable.

***

## w
C3H11N3P as an isolated structure. Source: the OMol25 dataset; level of theory: ωB97M-V with the def2-TZVPD basis set.

Last column: Löwdin charge in e.
Atoms and positions in Å:
P: 0.27 -1.05 -0.69  1.10
N: 0.10 1.10 0.00  -0.19
N: 0.90 1.95 0.65  0.05
N: -1.98 0.91 -1.14  0.10
C: 2.06 -1.15 -0.26  -0.29
C: -0.77 -1.85 0.64  -0.26
C: -1.05 1.51 -0.39  -0.26
H: 0.45 2.67 1.17  0.09
H: -0.98 -1.18 1.38  0.00
H: 2.39 -0.77 0.66  0.02
H: -1.78 -1.84 0.21  0.04
H: 2.68 -0.72 -0.94  0.01
H: -1.84 0.04 -1.64  0.06
H: 2.34 -2.20 -0.31  0.06
H: -0.25 -2.78 0.95  0.07
H: -2.89 1.27 -1.38  0.12
H: 1.64 1.47 1.08  0.08
H: -1.29 2.62 0.00  0.19

As for the orbital gap: 7.9 eV. Its total charge is +1. For the HOMO energy, the calculation gives -0.461 hartree. Its LUMO energy is -4.613 eV.

***

## x
An isolated ion of composition C3H11N3P and charge +1. Source: the OMol25 dataset; level of theory: ωB97M-V with the def2-TZVPD basis set.

Last column: Löwdin charge in e.
Atoms and positions in Å:
P: -1.16 0.50 -0.84  0.90
N: 2.51 -0.01 0.22  -0.06
N: 3.05 -0.23 -0.98  0.05
N: 0.07 0.60 0.46  -0.16
C: -1.39 -1.37 -0.65  -0.27
C: 1.37 0.45 0.81  -0.08
C: -2.58 1.07 0.25  -0.26
H: -2.25 -1.66 -1.23  0.04
H: -0.43 -1.73 -1.03  0.02
H: -0.39 1.23 1.05  0.05
H: 1.55 0.64 1.87  0.16
H: 3.89 -0.82 -0.94  0.13
H: -2.57 0.41 1.13  0.05
H: -3.50 0.89 -0.23  0.03
H: -2.56 2.08 0.53  0.02
H: 2.43 -0.52 -1.80  0.15
H: -1.31 -1.49 0.45  0.05
H: 3.28 -0.05 0.93  0.19

Its structure (SMILES) is CP(C)N/C=[NH+]\N. As for the orbital gap: 9.3 eV. Its total charge is +1. For the HOMO energy, the calculation gives -0.464 hartree. Its LUMO energy is -3.314 eV.

***

Which one is most stable, and which one is least stable? x is the most stable of them, while w is the least stable.